Entry from OMol25: a cluster of 2 separate species, C10H14NS2 in total (ωB97M-V with the def2-TZVPD basis set).

Summary:
ΔE to the lowest compared entry with this formula, charge and spin = 6.47 kcal/mol
HOMO-LUMO gap = 6.41 eV
2S+1 = 1
Electronic energy = -33750.7598 eV
Total charge = +1
Maximum force = 2.69 eV/A

Each atom is followed by the atoms it is bonded to, with distances in Å.
Element x y z (Å)
1 C -3.77 -0.15 -0.98  C2 1.387, C11 1.388, H12 1.078
2 C -3.08 -1.35 -1.01  C1 1.387, C3 1.371, H13 1.077
3 C -1.71 -1.36 -1.01  C2 1.371, C4 1.415, H14 1.074
4 C -0.98 -0.15 -0.98  C3 1.415, C5 1.394, C10 1.415
5 C 0.42 -0.16 -0.98  C4 1.394, S6 1.749, S9 1.750
6 S 1.35 1.32 -0.92  C5 1.749, C7 1.784
7 C 2.94 0.57 -1.22  S6 1.784, C8 1.521, H15 1.095, H16 1.094
8 C 2.95 -0.87 -0.74  C7 1.521, S9 1.783, H17 1.094, H18 1.094
9 S 1.36 -1.63 -1.02  C5 1.750, C8 1.783
10 C -1.71 1.06 -0.95  C4 1.415, C11 1.371, H19 1.075
11 C -3.08 1.05 -0.95  C1 1.388, C10 1.371, H20 1.077
12 H -4.85 -0.15 -0.97  C1 1.078
13 H -3.63 -2.28 -1.03  C2 1.077
14 H -1.17 -2.29 -1.04  C3 1.074
15 H 3.13 0.63 -2.30  C7 1.095
16 H 3.71 1.17 -0.73  C7 1.094
17 H 3.71 -1.47 -1.25  C8 1.094
18 H 3.16 -0.93 0.33  C8 1.094
19 H -1.17 1.99 -0.94  C10 1.075
20 H -3.62 1.98 -0.93  C11 1.077
21 C 1.36 0.51 3.07  N22 1.446, H23 1.092, H24 1.093, H25 1.092
22 N -0.01 0.57 2.59  C21 1.446, H26 1.013, H27 1.015
23 H 1.39 0.28 4.14  C21 1.092
24 H 1.95 -0.24 2.54  C21 1.093
25 H 1.85 1.48 2.94  C21 1.092
26 H -0.01 0.71 1.59  N22 1.013
27 H -0.50 -0.30 2.77  N22 1.015

Mulliken atomic charge list, values in e, 5 entries: -0.3386 -0.7915 -0.4701 0.5330 0.6538


Entry from OMol25: an isolated molecule of C10H14O (ωB97M-V with the def2-TZVPD basis set).

Summary:
ΔE to the lowest compared entry with this formula, charge and spin = 86.86 kcal/mol
HOMO-LUMO gap = 9.75 eV
2S+1 = 1
Electronic energy = -12640.9555 eV
Total charge = 0
SMILES = C=C[C@]12O[C@H]1C=CCC2(C)C
Maximum force = 4.62 eV/A

Each atom is followed by the atoms it is bonded to, with distances in Å.
Element x y z (Å)
1 C 1.96 -1.49 -0.11  C2 1.367, C5 1.500, H12 1.066
2 C 0.98 -2.28 0.42  C1 1.367, C6 1.454, H13 1.117
3 C -3.19 -0.09 0.06  C4 1.308, H14 1.086, H15 1.087
4 C -1.99 0.25 0.47  C3 1.308, C7 1.544, H16 1.122
5 C 1.75 -0.10 -0.66  C1 1.500, C8 1.489, H17 1.096, H18 1.148
6 C -0.37 -1.76 0.41  C2 1.454, C7 1.450, O11 1.479, H19 1.145
7 C -0.71 -0.43 -0.07  C4 1.544, C6 1.450, C8 1.725, O11 1.372
8 C 0.59 0.70 -0.19  C5 1.489, C7 1.725, C9 1.514, C10 1.539
9 C 0.71 1.27 1.20  C8 1.514, H20 1.006, H21 1.112, H22 1.039
10 C 0.21 1.81 -1.19  C8 1.539, H23 1.074, H24 0.993, H25 1.087
11 O -0.86 -1.46 -0.96  C6 1.479, C7 1.372
12 H 2.97 -1.78 -0.27  C1 1.066
13 H 1.31 -3.26 0.84  C2 1.117
14 H -4.09 0.40 0.40  C3 1.086
15 H -3.57 -0.82 -0.64  C3 1.087
16 H -1.74 0.82 1.40  C4 1.122
17 H 2.67 0.49 -0.62  C5 1.096
18 H 1.70 -0.28 -1.79  C5 1.148
19 H -1.16 -2.46 0.85  C6 1.145
20 H 1.69 1.37 1.41  C9 1.006
21 H 0.39 0.65 2.06  C9 1.112
22 H 0.21 2.18 1.25  C9 1.039
23 H 1.00 2.53 -1.09  C10 1.074
24 H -0.66 2.24 -0.99  C10 0.993
25 H 0.20 1.49 -2.22  C10 1.087

Mulliken atomic charge list, values in e, 5 entries: -0.5297 -0.7905 -0.7557 -0.4680 -0.9920


Entry from OMol25: an isolated molecule of C10H14OS2 (ωB97M-V with the def2-TZVPD basis set).

Summary:
ΔE to the lowest compared entry with this formula, charge and spin = 52.49 kcal/mol
HOMO-LUMO gap = 9.35 eV
2S+1 = 1
Electronic energy = -34312.8550 eV
Total charge = 0
SMILES = C[C@@H](S)[C@@](O)(CS)c1ccccc1
Maximum force = 6.48 eV/A

Each atom is followed by the atoms it is bonded to, with distances in Å.
Element x y z (Å)
1 C -2.46 -0.19 2.60  C2 1.410, C3 1.393, H14 0.992
2 C -1.56 0.89 2.44  C1 1.410, C4 1.370, H15 1.005
3 C -2.28 -1.32 1.81  C1 1.393, C5 1.438, H16 1.164
4 C -0.65 0.89 1.42  C2 1.370, C6 1.376, H17 1.077
5 C -1.33 -1.26 0.73  C3 1.438, C6 1.347, H18 1.059
6 C -0.54 -0.18 0.57  C4 1.376, C5 1.347, C10 1.569
7 C 1.26 1.14 -2.70  C9 1.581, H19 1.010, H20 1.114, H21 1.062
8 C 2.05 0.15 0.03  C10 1.666, S12 1.896, H22 1.073, H23 1.156
9 C 0.08 0.84 -1.69  C7 1.581, C10 1.539, S13 1.828, H24 1.108
10 C 0.53 -0.14 -0.58  C6 1.569, C8 1.666, C9 1.539, O11 1.436
11 O 0.64 -1.43 -1.18  C10 1.436, H25 0.935
12 S 2.28 -0.95 1.56  C8 1.896, H26 1.403
13 S -1.63 0.64 -2.31  C9 1.828, H27 1.365
14 H -3.14 -0.25 3.32  C1 0.992
15 H -1.68 1.69 3.04  C2 1.005
16 H -2.97 -2.23 2.02  C3 1.164
17 H 0.12 1.61 1.19  C4 1.077
18 H -1.05 -1.98 0.00  C5 1.059
19 H 2.13 1.45 -2.29  C7 1.010
20 H 1.36 0.21 -3.30  C7 1.114
21 H 0.77 1.85 -3.33  C7 1.062
22 H 2.82 -0.29 -0.56  C8 1.073
23 H 2.09 1.23 0.44  C8 1.156
24 H 0.15 1.87 -1.29  C9 1.108
25 H 1.40 -1.88 -0.87  O11 0.935
26 H 3.41 -1.64 1.10  S12 1.403
27 H -1.82 -0.71 -2.15  S13 1.365

Mulliken atomic charge list, values in e, 5 entries: -0.5105 -1.0248 -0.7002 -0.1798 0.0613


Entry from OMol25: a cluster of 2 separate species, C10H15B in total (ωB97M-V with the def2-TZVPD basis set).

Summary:
ΔE to the lowest compared entry with this formula, charge and spin = 110.04 kcal/mol
HOMO-LUMO gap (alpha / beta) = 6.22 / 5.03 eV
2S+1 = 1
Electronic energy = -11282.7843 eV
Total charge = 0
Maximum force = 4.72 eV/A

Each atom is followed by the atoms it is bonded to, with distances in Å.
Element x y z (Å)
1 B -0.09 -0.02 0.01  C7 1.477, C11 1.518
2 C -4.36 -0.02 0.31  C3 1.383, C4 1.395, H13 1.137
3 C -3.70 1.12 -0.12  C2 1.383, C5 1.402, H14 1.077
4 C -3.67 -1.21 0.53  C2 1.395, C6 1.365, H15 1.162
5 C -2.30 1.15 -0.19  C3 1.402, C7 1.401, H16 1.156
6 C -2.33 -1.28 0.24  C4 1.365, C7 1.484, H17 0.999
7 C -1.57 -0.02 0.06  B1 1.477, C5 1.401, C6 1.484
8 C 1.95 -0.01 -1.51  C11 1.579, H18 1.080, H19 1.129, H20 1.098
9 C 1.95 0.95 0.91  C11 1.594, H21 0.992, H22 1.017, H23 1.125
10 C 1.97 -1.58 0.45  C11 1.564, H24 1.012, H25 1.045, H26 1.109
11 C 1.41 -0.20 -0.04  B1 1.518, C8 1.579, C9 1.594, C10 1.564
12 H -0.38 2.26 -1.91  no bonds
13 H -5.49 -0.13 0.37  C2 1.137
14 H -4.12 2.09 -0.35  C3 1.077
15 H -4.32 -2.14 0.77  C4 1.162
16 H -1.67 2.08 -0.45  C5 1.156
17 H -1.89 -2.17 0.29  C6 0.999
18 H 2.01 -1.05 -1.80  C8 1.080
19 H 2.93 0.53 -1.39  C8 1.129
20 H 1.21 0.65 -1.99  C8 1.098
21 H 2.01 1.83 0.45  C9 0.992
22 H 2.93 0.82 1.18  C9 1.017
23 H 1.38 1.19 1.85  C9 1.125
24 H 2.98 -1.56 0.34  C10 1.012
25 H 1.67 -1.61 1.45  C10 1.045
26 H 1.38 -2.41 0.00  C10 1.109

Mulliken atomic charge list, values in e, 5 entries: -0.3211 -0.1110 -0.6618 -0.4216 -0.4228